{"formula": "C5H6FNPS2", "method": "ωB97M-V/def2-TZVPD", "symbols": ["C", "C", "C", "C", "C", "N", "F", "P", "S", "S", "H", "H", "H", "H", "H", "H"], "coordinates": [[2.35, 0.51, 0.04], [1.41, 1.57, -0.15], [1.81, -0.81, 0.28], [0.08, 1.33, 0.02], [0.37, -0.96, 0.35], [-0.42, 0.08, 0.20], [-1.00, -1.11, -2.11], [-2.31, -0.01, -0.15], [-3.20, 1.72, -0.06], [-3.05, -1.53, 1.02], [3.40, 0.59, -0.01], [1.90, 2.49, -0.30], [2.34, -1.77, 0.42], [-0.45, 2.29, 0.02], [0.04, -1.96, 0.29], [-3.26, -2.43, 0.13]], "mulliken_charge": [-0.145, -0.800, -0.537, 0.112, 0.315, -0.009, -0.547, 0.695, -0.112, -0.105, 0.433, 0.404, 0.337, 0.321, 0.371, 0.266], "e_tot_ha": -1486.11145, "homo_energy_ev": [-14.45, -14.45], "de_lowest_kcal_mol": 67.1, "orbital_gap_ev": [7.1, 7.1], "largest_force_ev_per_a": 3.81, "total_charge": 1}